Below is a structure of composition C26H21BClF5MnN6O5S, with properties calculated with ωB97M-V/def2-TZVPD.

Geometry (Å):
H  0.010  -3.445  4.203
H  -0.777  2.207  -3.652
O  -2.209  -1.768  1.934
Mn  -1.889  -0.392  0.606
C  2.007  -0.578  2.694
N  -2.398  1.037  2.021
F  4.323  -2.618  -1.291
C  2.989  2.105  -0.788
H  -3.840  -2.317  -2.484
C  0.755  2.217  0.867
O  -1.986  -1.589  -0.693
C  1.700  -2.499  4.351
H  -3.375  3.928  2.977
C  4.946  -0.265  -3.935
C  4.062  -1.668  -2.202
C  2.129  3.196  -0.840
H  -0.658  -0.083  -2.137
N  -2.191  2.331  -0.717
H  -1.544  -3.408  -2.516
O  2.765  -2.344  4.893
N  0.083  -0.581  1.622
C  -3.054  2.900  2.962
C  -1.257  -2.269  2.640
C  2.638  -0.153  -3.297
C  2.763  -1.146  -2.315
H  -0.787  -3.895  -1.005
H  -2.149  3.958  -2.027
C  0.051  -1.548  2.520
H  -2.820  -3.218  0.248
H  -4.153  3.092  0.160
C  -3.994  -2.651  -1.455
N  -1.739  1.059  -0.754
C  -1.874  2.928  -1.868
S  1.458  -1.649  -1.302
H  3.338  0.163  0.082
C  3.685  0.279  -4.088
H  -2.210  -4.781  -1.602
N  -2.787  2.307  1.797
O  -1.374  -3.232  3.390
H  -2.161  -0.113  3.764
C  -2.652  -2.836  -0.763
F  6.344  -1.791  -2.816
C  5.125  -1.248  -2.978
Cl  3.553  -0.005  3.078
H  -4.593  -1.900  -0.936
F  5.972  0.145  -4.703
N  1.272  0.020  1.734
C  -2.427  0.841  3.346
F  1.448  0.435  -3.508
F  3.489  1.239  -5.010
H  -4.555  -3.588  -1.471
H  3.849  2.054  -1.442
C  1.606  1.127  0.884
C  -1.196  2.033  -2.678
H  2.327  4.000  -1.538
C  -2.838  1.998  3.991
C  2.723  1.050  0.070
B  -2.972  3.040  0.424
C  1.016  3.256  -0.016
C  -1.745  -3.796  -1.516
C  1.258  -1.608  3.244
H  0.343  4.102  -0.058
O  0.873  -3.475  4.701
H  -2.957  2.157  5.048
H  -2.498  4.145  0.560
H  -0.103  2.242  1.525
C  -1.136  0.864  -1.933

Properties
HOMO-LUMO gap (alpha / beta): 5.989 / 6.320 eV
⟨S²⟩: 6.042
Multiplicity: 5
E_LUMO (alpha / beta): 1.6972 / 2.0277 eV
Charge: -1
Energy above the lowest of the compared OMol25 structures with the same formula, charge and spin: 0.428 eV

***

Below is a structure of composition C26H21BrCl56N4O4P3, with properties calculated with ωB97M-V/def2-TZVPD.

Geometry (Å):
Cl  5.238  -2.467  2.975
C  -1.495  3.873  2.987
H  -1.510  -0.805  2.590
C  -3.532  2.761  -7.583
H  -3.796  2.686  0.168
Cl  7.744  -7.787  1.492
N  -4.878  1.023  0.909
Cl  -11.954  3.163  -2.072
Cl  6.395  -0.017  3.930
C  -1.933  -0.612  1.624
C  -2.711  3.941  2.063
C  3.872  2.443  -4.808
C  -2.473  -0.185  0.643
Cl  7.952  -1.799  2.273
C  -0.584  -1.974  5.672
H  -1.115  0.301  -4.282
O  -1.966  0.595  -4.642
H  -1.198  -0.385  -1.819
Cl  -1.755  1.253  7.018
Cl  5.060  1.040  -0.011
Cl  10.632  -6.107  -3.718
Cl  -0.709  -0.549  4.594
Cl  -7.306  -3.257  -4.738
Cl  7.896  -5.904  -4.674
Cl  9.949  -0.552  -2.355
C  -4.430  0.581  -0.327
C  -4.488  2.481  0.987
Cl  -3.040  3.152  -5.925
H  -4.516  3.284  2.960
Cl  8.526  -7.548  -2.408
Cl  0.395  0.750  -8.069
H  -1.772  3.805  4.039
Cl  7.325  -2.542  4.990
Cl  9.382  -0.605  -5.182
C  -0.451  2.820  2.634
Cl  1.293  -1.986  -8.156
C  6.732  -1.709  3.547
H  -2.208  2.717  -3.334
H  -5.347  3.125  0.820
C  0.330  -0.816  -7.266
C  -6.661  0.681  -0.691
Cl  7.374  -1.453  -3.293
Cl  -1.105  0.748  9.779
H  -4.857  -0.455  2.843
H  -0.988  4.834  2.878
H  -0.024  0.857  3.054
C  -5.553  -3.432  -4.694
H  0.546  3.180  2.895
P  -3.124  0.809  -3.576
Cl  0.326  -2.169  1.134
C  -11.781  3.441  -0.341
C  10.388  -0.427  6.812
H  -5.234  0.020  -1.981
Cl  -2.188  -2.375  6.272
Cl  -4.931  -2.689  -3.202
Cl  9.714  -3.077  -3.731
H  -2.340  3.895  1.036
H  -7.079  -0.254  -1.046
N  -3.252  0.001  -0.470
Cl  9.668  -0.240  5.211
Cl  -1.343  -1.369  -7.161
H  -0.475  2.666  1.554
Cl  -5.119  -5.137  -4.706
C  -3.773  2.858  2.286
C  9.110  -1.423  -3.643
Cl  7.524  -5.210  2.791
Cl  5.103  2.339  -6.064
C  -6.332  0.729  0.820
N  -5.301  0.820  -1.340
C  9.107  -6.978  -3.971
Cl  11.660  -1.647  6.744
C  -7.954  2.488  1.948
H  -8.695  3.123  2.374
Cl  -11.623  5.169  -0.027
C  1.828  -2.743  0.388
Cl  0.066  -3.323  4.743
Cl  1.444  -3.917  -0.870
Cl  -3.237  1.037  -7.813
Cl  -4.841  -2.617  -6.083
Cl  7.832  -5.350  -0.049
Cl  -5.235  3.132  -7.812
Cl  0.491  -1.594  7.006
O  -4.432  0.479  -4.138
H  -3.150  4.930  2.180
Cl  -2.556  3.696  -8.715
Cl  -1.894  3.394  8.949
Cl  4.482  1.706  -3.326
Cl  2.414  1.586  -5.345
Cl  9.381  -8.336  -5.062
Cl  7.233  1.890  -1.692
Cl  -10.320  2.612  0.242
Cl  7.701  1.418  1.110
Cl  10.042  -6.061  1.672
O  -5.210  -1.235  2.389
Br  -6.806  -2.460  0.187
Cl  -13.185  2.806  0.510
H  -7.323  1.468  -1.039
H  -3.351  1.985  2.779
Cl  11.070  1.112  7.338
P  -2.576  -0.628  -1.994
P  -6.688  -0.926  1.801
C  -2.148  1.667  8.696
Cl  -3.835  1.261  9.012
H  -0.678  1.694  4.308
N  -0.727  1.540  3.307
O  -3.021  2.298  -3.012
C  8.291  -6.108  1.480
Cl  9.141  -0.940  7.955
Cl  6.141  3.696  0.276
Cl  0.986  -0.652  -5.617
Cl  2.659  -1.361  -0.333
Cl  3.476  4.135  -4.503
C  -7.202  1.665  1.502
Cl  2.854  -3.483  1.608
C  6.543  2.013  -0.073

Properties
HOMO-LUMO gap: 8.665 eV
E_LUMO: -3.0176 eV
Charge: +1

***

no.,F_max (eV Å⁻¹)
1,0.4
2,2.9